The following is a DFT calculation (wB97M-V/def2-TZVPD) of C19H28BrO2Zr as an isolated structure in a non-equilibrium geometry.

```
51
Properties=species:S:1:pos:R:3
O 0.447 0.252 -7.139
C 0.295 1.576 -7.772
C 0.167 1.038 -9.177
H 1.193 2.165 -7.566
H -0.586 2.105 -7.396
C 0.310 -0.330 -8.475
H 1.018 1.279 -9.815
H -0.807 1.212 -9.639
C 1.564 -1.042 -8.891
H 2.425 -0.377 -8.781
H 1.475 -1.371 -9.936
H 1.753 -1.919 -8.265
C -0.903 -1.200 -8.655
H -1.824 -0.683 -8.377
H -0.846 -2.118 -8.065
H -0.985 -1.494 -9.711
Zr 0.011 -0.022 -0.535
C -1.812 -0.454 1.102
C -1.567 0.944 1.183
C -1.876 1.527 -0.092
H -1.310 1.492 2.088
C -2.292 0.470 -0.978
C -2.260 -0.762 -0.230
H -2.609 -1.729 -0.587
H -1.789 -1.140 1.947
H -1.906 2.591 -0.313
H -2.692 0.604 -1.981
C 1.014 -1.468 1.200
C 0.310 -2.307 0.277
C 0.920 -2.165 -1.017
H -0.479 -3.013 0.526
C 2.046 -1.268 -0.868
C 2.098 -0.859 0.505
H 2.895 -0.274 0.963
H 0.837 -1.390 2.277
H 0.642 -2.695 -1.921
H 2.787 -1.037 -1.629
O 0.487 0.760 -2.635
C -0.036 -0.195 -3.600
C -0.410 0.645 -4.782
H -0.904 -0.753 -3.206
H 0.767 -0.900 -3.851
C 0.501 1.886 -4.711
H -1.471 0.940 -4.762
H -0.263 0.015 -5.652
C 0.606 2.125 -3.223
H 0.086 2.746 -5.250
H 1.500 1.694 -5.144
H -0.250 2.711 -2.853
H 1.553 2.563 -2.877
Br 1.330 1.938 0.424
```

## Properties
**Frontier orbital gap**: 8.1 eV
**HOMO**: -11.71 eV
**LUMO level**: -3.59 eV
**Total charge**: +1

The following is a DFT calculation (wB97M-V/def2-TZVPD) of C19H28ClN5O8S2Sr as an isolated structure.

```
64
Properties=species:S:1:pos:R:3
Sr 0.594 0.466 0.548
O 3.868 0.178 2.550
Cl 3.015 1.309 2.351
O 3.511 2.469 3.017
O 1.651 1.003 2.827
O 2.871 1.584 0.908
C -2.309 2.701 -1.760
N -1.689 2.115 -2.934
C -2.361 2.358 -4.198
C -1.395 2.171 -5.349
C -0.758 0.804 -5.241
N -0.200 0.604 -3.916
C 0.758 -0.487 -3.795
C -0.678 1.215 -2.803
O -0.180 0.960 -1.691
H -2.362 3.786 -1.879
H -1.722 2.476 -0.878
H -3.323 2.313 -1.633
H -2.739 3.381 -4.182
H -3.226 1.692 -4.307
H -0.623 2.942 -5.305
H -1.918 2.266 -6.301
H 0.053 0.702 -5.965
H -1.491 0.018 -5.461
H 1.691 -0.228 -4.300
H 0.345 -1.384 -4.259
H 0.964 -0.697 -2.752
N 3.380 -6.496 3.797
C 2.740 -5.588 2.965
C 3.155 -4.254 2.925
C 2.559 -3.355 2.063
C 1.535 -3.790 1.232
C 1.113 -5.114 1.252
C 1.714 -6.009 2.115
S 0.726 -2.656 0.172
O 0.074 -3.370 -0.895
O 1.746 -1.663 -0.203
N -0.265 -1.816 1.081
C -1.616 -1.739 0.916
S -2.685 -3.093 0.587
C -4.021 -1.989 0.606
C -3.589 -0.742 0.890
N -2.232 -0.589 1.063
H 3.866 -6.101 4.585
H 2.851 -7.320 4.032
H 3.959 -3.924 3.572
H 2.893 -2.326 2.034
H 0.325 -5.427 0.580
H 1.400 -7.046 2.130
H -5.021 -2.335 0.405
H -4.221 0.130 0.969
C -0.741 4.143 3.011
C 0.635 4.460 2.423
C 0.468 4.001 0.987
O -0.352 2.820 1.071
C -1.137 2.858 2.286
H -1.448 4.943 2.786
H -0.715 4.004 4.090
H 1.411 3.875 2.914
H 0.896 5.515 2.491
H 1.404 3.731 0.499
H -0.058 4.750 0.385
H -0.901 1.970 2.875
H -2.193 2.826 2.015
```

## Properties
**Frontier orbital gap**: 8.1 eV
**HOMO**: -7.77 eV
**LUMO level**: 0.35 eV

The following is a DFT calculation (wB97M-V/def2-TZVPD) of C19H28I2LuN3O as an isolated structure in a non-equilibrium geometry.

```
54
Properties=species:S:1:pos:R:3
C -0.740 -1.582 -4.391
I 0.275 1.091 -4.450
H -1.186 -2.465 -3.908
H 0.046 -1.944 -5.069
H -1.528 -1.088 -4.976
C 4.818 -1.621 -1.916
C 2.708 -1.602 -1.062
N 3.898 -0.937 -1.135
H 4.553 -3.547 -2.967
I 0.669 -3.582 1.568
N 2.919 -2.717 -1.845
H 5.825 -1.279 -2.079
Lu 0.562 -1.369 -0.104
C -0.157 -0.633 -3.365
O -0.006 -0.931 -2.155
C 4.202 -2.737 -2.355
C 1.951 -3.776 -2.093
H 2.475 -4.609 -2.582
H 1.140 -3.436 -2.766
H 1.501 -4.132 -1.150
C 4.188 0.307 -0.463
H 5.257 0.534 -0.571
H 3.949 0.240 0.605
H 3.616 1.147 -0.880
C 0.810 3.145 1.140
C 0.624 2.352 2.439
C 1.101 3.158 3.653
C -0.791 1.830 2.565
C -1.661 2.161 3.584
C -3.010 1.773 3.529
C -3.493 1.075 2.411
C -2.645 0.699 1.385
C -3.169 -0.015 0.139
C -3.491 -1.483 0.425
C -4.398 0.686 -0.455
C -1.224 0.880 1.563
N -0.344 0.171 0.886
H 0.114 3.995 1.106
H 0.618 2.511 0.271
H 1.833 3.533 1.061
H 1.259 1.454 2.366
H 0.500 4.066 3.791
H 1.055 2.554 4.568
H 2.145 3.460 3.509
H -1.306 2.749 4.434
H -3.692 2.049 4.334
H -4.553 0.820 2.343
H -2.359 0.031 -0.604
H -4.306 -1.555 1.160
H -3.812 -1.995 -0.490
H -2.621 -2.022 0.828
H -4.179 1.735 -0.684
H -4.699 0.199 -1.388
H -5.246 0.650 0.239
```

## Properties
**Frontier orbital gap (alpha / beta)**: 2.1 / 2.1 eV
**HOMO (alpha / beta)**: 2.07 / 2.01 eV
**LUMO level (alpha / beta)**: 4.14 / 4.14 eV
**Total charge**: -2

The following is a DFT calculation (wB97M-V/def2-TZVPD) of C19H28IN11O3Pt as an isolated structure.

```
63
Properties=species:S:1:pos:R:3
Pt -0.257 0.179 -0.470
N 3.217 -1.456 -0.375
N 3.834 -0.946 -1.554
C 3.322 0.043 -2.253
N 3.952 0.491 -3.337
N 2.112 0.474 -1.753
N 1.630 1.630 -2.175
O 2.086 2.340 -3.041
O 0.584 2.003 -1.532
H 2.823 -0.658 0.112
H 3.970 -1.843 0.182
H 4.640 -1.448 -1.891
H 4.863 0.143 -3.593
H 3.617 1.319 -3.800
O 1.268 0.680 1.041
C 1.490 1.838 1.508
C 2.840 2.152 1.904
C 3.156 3.358 2.435
C 2.138 4.321 2.617
C 0.812 4.045 2.254
C 0.451 2.843 1.699
C -0.951 2.570 1.366
N -1.447 1.523 0.712
C -2.819 1.678 0.648
C -3.161 2.822 1.290
N -1.982 3.362 1.730
H 3.589 1.383 1.763
H 4.174 3.588 2.720
H 2.380 5.285 3.045
H 0.077 4.821 2.423
H -3.467 0.964 0.165
H -4.119 3.281 1.470
H -1.915 4.211 2.272
C -2.485 -3.685 0.740
C -2.100 -2.384 -0.011
N -0.924 -1.738 0.617
C -1.269 -1.383 2.023
C -1.673 -2.641 2.827
N -1.557 -3.832 1.913
C -0.139 -3.972 1.431
C 0.218 -2.695 0.633
H -2.371 -4.571 0.121
H -3.504 -3.661 1.117
H -2.928 -1.679 0.007
H -1.865 -2.608 -1.048
H -2.086 -0.668 2.006
H -0.407 -0.896 2.472
H -2.698 -2.595 3.186
H -1.021 -2.816 3.680
H -1.815 -4.671 2.435
H -0.078 -4.873 0.826
H 0.495 -4.105 2.305
H 0.481 -2.940 -0.394
H 1.072 -2.195 1.083
I -2.488 -0.805 -6.478
C -2.001 -0.068 -4.709
C -2.083 1.288 -4.325
N -1.671 1.329 -3.081
N -1.309 0.099 -2.577
C -1.494 -0.751 -3.556
H -2.401 2.167 -4.872
H -1.522 2.155 -2.510
H -1.286 -1.806 -3.446
```

## Properties
**Frontier orbital gap (alpha / beta)**: 8.5 / 4.6 eV
**Spin multiplicity**: 5
**HOMO (alpha / beta)**: -18.64 / -19.06 eV
**LUMO level (alpha / beta)**: -10.12 / -14.46 eV
**Total charge**: +4

The following is a DFT calculation (wB97M-V/def2-TZVPD) of one molecule with the formula C19H28N2O3.

```
52
Properties=species:S:1:pos:R:3
C -6.312 -2.522 1.394
C -6.200 -1.198 0.728
C -7.011 -0.103 0.747
C -6.392 0.866 -0.081
C -5.249 0.291 -0.553
C -4.170 0.819 -1.435
N -2.989 1.177 -0.669
C -1.765 0.672 -0.941
O -1.548 -0.070 -1.873
C -0.683 1.159 0.021
C -0.408 2.665 -0.184
C 1.083 2.937 -0.401
C 1.927 2.184 0.609
O 2.747 2.718 1.331
N 1.667 0.857 0.622
C 2.372 -0.007 1.542
C 3.547 -0.777 0.918
C 3.104 -1.862 -0.065
C 4.316 -2.646 -0.563
C 5.314 -1.710 -1.239
C 5.744 -0.605 -0.280
C 4.529 0.167 0.225
C 0.600 0.345 -0.200
O -5.128 -0.962 -0.058
H -7.216 -2.556 1.993
H -6.344 -3.318 0.651
H -5.450 -2.699 2.036
H -7.933 0.003 1.280
H -6.754 1.849 -0.302
H -4.544 1.692 -1.979
H -3.843 0.055 -2.147
H -3.122 1.775 0.131
H -1.028 0.986 1.046
H -0.963 3.037 -1.048
H -0.743 3.225 0.691
H 1.377 2.617 -1.403
H 1.294 4.002 -0.306
H 2.765 0.643 2.330
H 1.661 -0.712 1.984
H 4.067 -1.267 1.750
H 2.603 -1.406 -0.920
H 2.399 -2.542 0.420
H 3.994 -3.417 -1.266
H 4.800 -3.143 0.281
H 6.187 -2.276 -1.572
H 4.849 -1.263 -2.121
H 6.433 0.077 -0.782
H 6.272 -1.046 0.569
H 4.032 0.650 -0.619
H 4.838 0.952 0.917
H 0.417 -0.698 0.058
H 0.856 0.383 -1.265
```

## Properties
**Frontier orbital gap**: 9.1 eV
**SMILES**: Cc1ccc(CNC(=O)[C@@H]2CCC(=O)N(CC3CCCCC3)C2)o1
**HOMO**: -8.52 eV
**LUMO level**: 0.60 eV

The following is a DFT calculation (wB97M-V/def2-TZVPD) of one molecule with the formula C19H28N2O5.

```
54
Properties=species:S:1:pos:R:3
C -2.944 -2.384 0.696
C -2.069 -3.561 0.289
O -0.685 -3.220 0.347
C -0.145 -2.663 -0.745
O -0.757 -2.464 -1.761
C 1.325 -2.366 -0.557
C 1.668 -1.904 0.859
C 3.172 -1.704 1.070
N 3.687 -0.484 0.488
C 3.999 0.575 1.259
O 3.909 0.562 2.472
C 4.564 1.799 0.540
C 3.876 2.182 -0.773
N 2.437 2.178 -0.653
C 1.685 1.197 -1.202
O 2.188 0.339 -1.916
C 0.236 1.231 -0.899
C -0.278 1.757 0.280
C -1.637 1.743 0.533
C -2.519 1.202 -0.401
O -3.865 1.154 -0.286
C -4.528 1.729 0.835
C -4.499 0.781 2.034
C -5.960 2.001 0.386
C -1.998 0.648 -1.577
C -0.646 0.654 -1.815
H -2.666 -2.039 1.689
H -3.986 -2.690 0.702
H -2.818 -1.567 -0.011
H -2.188 -4.397 0.982
H -2.314 -3.880 -0.729
H 1.609 -1.621 -1.302
H 1.865 -3.291 -0.779
H 1.150 -0.966 1.074
H 1.318 -2.651 1.572
H 3.381 -1.635 2.141
H 3.722 -2.552 0.652
H 3.618 -0.391 -0.516
H 4.503 2.625 1.252
H 5.622 1.609 0.347
H 4.122 1.477 -1.570
H 4.211 3.178 -1.080
H 2.013 2.859 -0.045
H 0.378 2.153 1.043
H -1.994 2.154 1.465
H -4.048 2.683 1.096
H -3.477 0.546 2.321
H -5.005 1.239 2.879
H -5.004 -0.146 1.777
H -6.435 1.068 0.092
H -5.962 2.673 -0.468
H -6.526 2.452 1.195
H -2.683 0.210 -2.284
H -0.247 0.211 -2.714
```

## Properties
**Frontier orbital gap**: 9.5 eV
**SMILES**: CCOC(=O)CCCNC(=O)CCNC(=O)c1ccc(OC(C)C)cc1
**HOMO**: -8.76 eV
**LUMO level**: 0.72 eV

The following is a DFT calculation (wB97M-V/def2-TZVPD) of one molecule with the formula C19H28N4O.

```
52
Properties=species:S:1:pos:R:3
C -3.112 -2.728 -0.912
C -3.899 -1.488 -0.461
C -4.729 -0.948 -1.630
N -3.125 -0.414 0.133
C -2.870 -0.472 1.554
C -1.514 -1.082 1.930
N -0.467 -0.353 1.243
C 0.863 -0.771 1.651
C 1.914 0.175 1.138
C 1.694 1.547 1.186
C 2.658 2.422 0.722
C 3.858 1.950 0.220
C 4.091 0.580 0.182
N 5.288 0.048 -0.307
C 6.425 0.701 -0.657
C 7.326 -0.249 -1.064
C 6.640 -1.466 -0.926
N 5.423 -1.271 -0.469
C 3.111 -0.301 0.634
C -0.654 -0.482 -0.190
C -2.003 0.129 -0.611
C -1.936 1.656 -0.450
C -3.250 2.339 -0.822
O -3.182 3.743 -0.707
H -2.430 -2.482 -1.722
H -2.543 -3.150 -0.087
H -3.804 -3.487 -1.269
H -4.604 -1.807 0.317
H -4.098 -0.695 -2.478
H -5.267 -0.057 -1.323
H -5.446 -1.699 -1.952
H -2.892 0.552 1.944
H -3.670 -1.032 2.041
H -1.493 -2.158 1.678
H -1.365 -0.984 3.009
H 1.093 -1.800 1.319
H 0.889 -0.762 2.746
H 0.759 1.913 1.577
H 2.479 3.487 0.750
H 4.595 2.648 -0.143
H 6.526 1.764 -0.588
H 8.328 -0.096 -1.409
H 6.986 -2.458 -1.139
H 3.314 -1.359 0.582
H -0.607 -1.543 -0.497
H 0.155 0.050 -0.696
H -2.163 -0.090 -1.670
H -1.139 2.043 -1.088
H -1.679 1.892 0.584
H -4.059 1.939 -0.197
H -3.494 2.147 -1.869
H -2.921 3.962 0.195
```

## Properties
**Frontier orbital gap**: 8.8 eV
**SMILES**: CC(C)N1CCN(Cc2cccc(-n3cccn3)c2)C[C@@H]1CCO
**HOMO**: -7.99 eV
**LUMO level**: 0.78 eV

The following is a DFT calculation (wB97M-V/def2-TZVPD) of C19H28N4O3PSSeTcTe as an isolated structure in a non-equilibrium geometry.

```
59
Properties=species:S:1:pos:R:3
Tc -0.273 0.595 -0.351
S -2.895 -1.185 0.968
C -1.744 -0.380 0.393
N 0.964 0.050 1.136
C 1.892 -0.162 1.812
N 2.904 -0.409 2.552
C 3.945 0.619 2.826
C 4.043 0.832 4.327
C 4.324 -0.493 5.038
C 3.226 -1.511 4.724
C 3.098 -1.725 3.225
H 3.693 1.529 2.284
H 4.887 0.225 2.438
H 3.105 1.257 4.695
H 4.833 1.558 4.521
H 4.386 -0.335 6.113
H 5.293 -0.884 4.713
H 2.271 -1.157 5.121
H 3.439 -2.473 5.190
H 2.268 -2.379 2.968
H 4.017 -2.150 2.816
C 4.548 4.646 0.240
C 3.987 3.322 -0.197
O 2.615 3.175 0.345
P 1.384 3.054 -0.605
O 1.302 1.704 -1.306
Te -0.659 2.980 0.690
O 1.598 4.221 -1.613
C 0.656 4.539 -2.693
C -0.211 5.710 -2.310
H 5.566 4.744 -0.137
H 4.572 4.723 1.327
H 3.953 5.468 -0.157
H 4.546 2.480 0.204
H 3.956 3.231 -1.281
H 0.080 3.646 -2.938
H 1.284 4.779 -3.546
H -0.910 5.458 -1.512
H -0.783 6.031 -3.182
H 0.404 6.547 -1.981
C -4.099 1.565 -1.502
N -3.930 0.522 -2.510
C -2.783 -0.035 -2.904
Se -1.014 0.610 -2.640
N -3.060 -0.995 -3.791
C -4.439 -1.078 -3.988
C -5.216 -1.872 -4.824
C -6.573 -1.628 -4.804
C -7.136 -0.636 -3.980
C -6.361 0.140 -3.145
C -4.993 -0.107 -3.171
H -3.153 1.732 -1.000
H -4.843 1.238 -0.779
H -4.433 2.487 -1.974
H -2.360 -1.573 -4.229
H -4.782 -2.634 -5.456
H -7.223 -2.211 -5.442
H -8.205 -0.474 -4.010
H -6.798 0.900 -2.510
```

## Properties
**Frontier orbital gap (alpha / beta)**: 6.5 / 6.5 eV
**HOMO (alpha / beta)**: -14.11 / -14.14 eV
**LUMO level (alpha / beta)**: -7.60 / -7.62 eV
**Total charge**: +2